A | {
  "formula": "C4H7BrN2",
  "method": "ωB97M-V/def2-TZVPD",
  "elements": ["C", "C", "C", "C", "N", "N", "Br", "H", "H", "H", "H", "H", "H", "H"],
  "xyz": [[1.5061, -0.8109, -0.0106], [0.0363, -0.7323, -0.0705], [2.3280, 0.2320, -0.0072], [-2.2606, -0.0769, 0.0127], [-0.3600, 1.5198, 0.0116], [-0.8075, 0.2989, -0.0529], [4.2606, 0.0114, -0.0070], [1.9938, -1.8722, 0.1075], [-0.3186, -1.6376, -0.2813], [2.2127, 1.2997, -0.2406], [-2.6862, 0.3461, -0.8433], [-2.2113, -1.2016, 0.1405], [-2.5399, 0.5970, 0.8719], [-1.1533, 2.0266, 0.3693]],
  "mulliken_charge": [-0.221, 0.020, -0.319, -0.743, -0.856, 0.421, -0.203, 0.235, 0.259, 0.372, 0.341, 0.249, 0.269, 0.176],
  "e_lumo_ev": [0.4, 0.4],
  "orbital_gap_ev": [8.084, 8.083]
}

***

B | {
  "formula": "C4H7BrN2",
  "method": "ωB97M-V/def2-TZVPD",
  "elements": ["C", "N", "C", "C", "Br", "H", "H", "H", "H", "H", "H", "C", "N", "H"],
  "xyz": [[1.4109, 0.1277, 0.4227], [-0.0023, 0.4385, 0.1727], [-0.7094, 0.0440, -0.9949], [-2.0518, 0.0861, -1.1136], [-3.4070, 0.5205, 0.1630], [1.7694, -0.5606, -0.2629], [1.5529, -0.1734, 1.4632], [2.0827, 1.0684, 0.2963], [-0.4133, 0.7482, 1.0641], [-0.1351, -0.2157, -1.8410], [-2.3624, 0.0719, -2.1659], [-1.4867, -2.5012, 0.7258], [-1.0775, -2.1769, -0.3020], [-1.5935, -2.8600, 1.6753]],
  "mulliken_charge": [-0.876, -0.149, -0.099, -0.460, -0.183, 0.339, 0.286, 0.250, 0.247, 0.285, 0.339, 0.020, -0.320, 0.321],
  "smiles": "CN/C=C\\Br.C#N",
  "e_lumo_ev": 0.8,
  "orbital_gap_ev": 8.363
}

***

Stability check: which of them is least stable? A.